No. 1
Density functional theory data (the ωB97M-V functional and the def2-TZVPD basis) for a 15-piece molecular cluster, C28H36Cl42F2N3O2 overall.

For the HOMO energy, the calculation gives -12.0191 eV. For the HOMO-LUMO gap, the calculation gives 8.7 eV.

```
! wB97M-V def2-TZVPD RIJCOSX def2/J DEFGRID3
* xyz 1 1
Cl 9.73531 6.00631 5.07822
Cl -3.40675 -4.71325 -6.15322
Cl 2.24991 -4.68878 4.67013
Cl 3.20231 -1.66582 -0.44762
Cl -0.16271 -6.27705 4.94125
Cl 1.91817 2.87139 -0.28186
Cl -2.28716 -7.22420 8.56542
Cl 11.05674 3.89251 3.58830
Cl -7.82118 7.66003 -3.46095
Cl 3.56578 -7.87492 5.48838
Cl -5.55959 3.94087 3.57628
Cl 7.41929 5.79733 2.34975
Cl -0.01106 3.01331 -4.82744
Cl 1.40178 5.03498 -6.36441
Cl -2.21917 0.89835 8.58655
Cl 5.58304 -6.26667 4.15517
Cl 12.62816 5.76194 5.16078
Cl -5.88136 5.63619 -2.69943
Cl 2.83824 0.28371 1.66195
Cl -2.98668 5.20004 3.09782
Cl 4.02503 0.21123 -3.46873
Cl -5.08910 5.39816 1.10815
Cl 1.63805 3.21340 2.58348
Cl -3.49746 -1.70358 8.41747
Cl -3.50647 -6.84262 5.95729
Cl 1.48987 0.56380 -8.34029
Cl -5.37820 -5.32220 -4.11074
Cl -2.83476 -6.72234 -4.13427
Cl -0.80859 -0.16768 -9.95524
Cl 3.25875 -2.49713 2.33564
Cl 3.92333 -8.08714 2.61483
Cl -2.20210 -4.61276 7.29618
Cl 7.80913 8.52987 3.26277
Cl 5.78692 2.49202 -3.10896
Cl 5.43451 0.58246 -0.94881
Cl -0.81467 -1.32955 7.36192
Cl 5.51744 7.86426 1.61140
Cl -0.07890 2.93946 -7.72785
Cl 3.53857 4.86867 1.11751
Cl -5.51547 8.39187 -1.85531
Cl -0.22449 -3.79533 3.43324
Cl 1.08333 -2.20905 -9.12271
F -2.47707 -0.40267 -5.73124
F -2.95904 -4.05339 -1.83259
O -4.53652 -0.20512 -5.03773
O -1.19655 -2.60709 -4.56081
N -0.32541 -0.14572 -0.30729
N -3.35952 -1.98652 -4.13017
N -1.42944 -1.34186 -2.62955
C 0.03841 -1.02658 -2.70552
C 3.65096 -1.20465 1.20818
C 2.76313 3.28740 1.21715
C -6.69574 7.12881 -2.21151
C -0.01644 3.99125 -6.31284
C -2.41517 0.67758 0.92284
C 6.62153 7.28756 2.86470
C 0.29514 -0.69114 -8.68124
C -1.77197 -1.98645 -1.31131
C -1.78768 -3.52879 -1.29164
C 4.72839 -7.81424 4.16344
C -4.72846 5.31233 2.83607
C -3.53763 -0.83060 -4.97905
C 0.49026 -0.08729 -1.53271
C -0.81386 -1.50704 -0.15471
C -1.96767 -0.84724 8.61640
C -3.14407 -6.09389 7.51666
C 0.49140 -4.64831 4.81265
C -3.84955 0.30653 0.38848
C -1.93753 -2.03995 -3.82602
C -1.37717 0.88325 -0.23070
C 0.65218 1.28939 -2.11784
C -0.54294 -4.25268 -1.86236
C 4.65961 1.39663 -2.31659
C 11.18130 5.55564 4.17200
C 0.53363 2.45391 -2.40980
C -2.59815 2.06396 1.65931
C -4.09318 -5.98156 -5.12304
H -4.08129 -5.83085 7.99231
H 0.08069 -2.16172 -0.23504
H 0.23436 -4.10735 5.71656
H 0.51043 3.41919 -2.94684
H 5.45596 -8.60304 4.31174
H 6.04203 7.07253 3.75455
H -4.09628 -0.76048 0.51522
H 4.72113 -1.03495 1.23383
H -2.07409 -0.01530 1.70687
H -3.57939 -2.83375 -4.67320
H 3.53133 2.54464 1.37229
H 0.15805 -0.45831 -3.64600
H 0.41088 -3.76636 -1.61641
H -1.88425 -0.41362 -2.62076
H -3.93090 0.64040 -0.66429
H 3.82771 1.97833 -1.93697
H -0.51474 -5.24160 -1.36816
H -1.66030 2.63325 1.73648
H -1.94060 1.06515 -1.17578
H -0.86956 1.83524 -0.00114
H -2.79702 -1.66091 -1.05345
H -1.82507 -3.80907 -0.22143
H -4.51814 -6.74483 -5.76438
H -7.26005 6.92685 -1.30877
H -5.08616 6.22089 3.30549
H -2.87824 1.80149 2.69968
H 0.65769 -1.92311 -2.82781
H 11.26042 6.21122 3.31283
H -0.28385 -0.86021 -7.78069
H -1.55101 -1.11441 9.58018
H -3.44755 2.63728 1.26055
H -0.90156 4.61696 -6.30779
H 1.50632 -0.45618 -1.24534
H -1.26005 -1.73657 0.81987
H -0.63636 -4.48332 -2.93730
H -4.61241 0.88871 0.93154
*
```

No. 2
Density functional theory data (the ωB97M-V functional and the def2-TZVPD basis) for a 15-piece molecular cluster, C8H26B2O29 overall.

For the energy above the lowest of the compared OMol25 structures with the same formula, charge and spin, the calculation gives 1.2 kcal per mole. For the HOMO energy, the calculation gives -5.6018 eV. For the HOMO-LUMO gap, the calculation gives 9.5 eV.

```
! wB97M-V def2-TZVPD RIJCOSX def2/J DEFGRID3
* xyz -2 1
O -13.88068 5.16358 -20.96790
O -12.77152 3.27825 -19.82564
O -7.51430 1.03579 -15.85628
O -14.50483 4.63420 -18.79597
O -3.58971 2.78450 -20.03723
O -10.23867 0.57329 -18.14671
O -14.96561 3.00311 -20.53487
O -7.14901 3.00116 -23.96074
O -11.33020 7.18562 -16.85231
O -10.35309 9.83445 -17.59976
O -14.87530 5.84422 -14.88863
O -13.81930 7.38997 -20.72270
O -12.10695 1.16195 -20.09048
O -9.36568 4.49445 -19.79113
O -4.73241 5.80501 -16.70376
O -8.45906 7.12175 -15.51538
O -11.89515 4.39750 -16.03149
O -9.82446 6.17572 -18.11180
O -11.79548 1.58128 -16.06923
O -6.11710 3.76342 -18.84075
O -7.98332 4.56683 -17.89136
O -7.79326 3.93195 -21.26231
O -14.69935 2.60368 -16.44414
O -14.86670 0.89269 -21.18226
O -13.58125 9.46103 -17.36316
O -9.94476 6.60946 -21.99029
O -14.51063 6.70450 -17.97203
O -10.98336 2.67056 -13.45281
O -10.33429 3.97723 -17.59262
C -10.83312 6.18498 -17.24914
C -12.93788 2.01397 -20.11363
C -7.26422 4.13358 -18.88953
C -13.99629 6.29593 -20.31319
C -14.35856 1.84310 -20.70690
C -8.15274 4.17554 -20.15965
C -14.33821 5.93655 -18.84979
C -11.09120 4.72333 -16.83588
B -9.35186 4.80656 -18.35065
B -14.03726 4.01516 -20.06149
H -11.50711 2.15512 -14.09694
H -9.46519 7.32055 -21.54972
H -7.32856 3.18297 -23.02204
H -9.33887 0.50854 -18.47870
H -13.92946 8.84621 -18.03237
H -3.15867 3.25426 -19.31587
H -9.19119 7.36610 -16.09859
H -10.79427 0.84451 -18.91637
H -7.96939 1.76653 -15.41527
H -14.29552 9.54034 -16.72446
H -7.01547 1.45241 -16.56524
H -7.69002 7.08363 -16.09763
H -11.18224 1.18680 -16.73032
H -11.59909 3.32514 -13.10689
H -11.76703 2.56269 -16.23701
H -14.93807 6.77254 -14.64484
H -14.26781 3.45708 -16.32060
H -4.52653 3.02109 -19.95061
H -13.98720 2.01502 -16.73378
H -10.75170 8.95124 -17.47765
H -11.10905 10.43068 -17.60875
H -5.04304 5.17956 -17.37363
H -4.90533 5.36234 -15.86479
H -14.05037 5.78937 -15.39569
H -9.53096 5.79842 -21.66563
H -7.15210 3.87047 -24.37306
*
```

No. 3
Density functional theory data (the ωB97M-V functional and the def2-TZVPD basis) for C16H18F5N2O2S2SnTe2 as an isolated structure.

For the energy above the lowest of the compared OMol25 structures with the same formula, charge and spin, the calculation gives 5.8 kcal per mole. For the HOMO energy, the calculation gives -11.8235 eV. For the HOMO-LUMO gap, the calculation gives 7.4 eV.

```
! wB97M-V def2-TZVPD RIJCOSX def2/J DEFGRID3
* xyz 1 1
Te -2.88082 1.79807 -0.20988
Te -1.09398 -0.34339 3.12416
Sn -0.80058 0.05424 -0.16161
S -2.37456 2.84178 -3.32436
S -1.09436 -2.33664 -0.27667
F -2.44440 -0.67998 1.83680
F -0.64557 -2.12309 3.03787
F -2.32201 -0.79904 4.40186
F -1.72727 1.37616 3.25966
F 0.16930 -0.03723 4.40209
O 0.67934 0.09085 -1.44882
O 0.00070 0.10248 1.68793
N -0.32714 -3.82073 -2.30763
N 1.13998 -2.13746 -1.91161
C -0.03385 -2.73531 -1.62200
C 5.11975 -1.06978 -2.67865
C 3.78784 -1.41250 -2.53616
C 1.81954 -5.06942 -2.62341
C -1.72488 4.36271 -1.37614
C 5.58407 0.13591 -2.16785
C 0.64801 -4.36181 -3.28644
C -1.55984 -4.60000 -2.10176
C 1.50247 -0.90886 -1.72050
C 3.38022 0.67623 -1.38767
C 4.71724 1.00692 -1.52072
C 2.91432 -0.53945 -1.88852
C -1.37994 -5.74150 -1.11397
C -1.78099 4.39712 -3.68512
C -2.21297 3.11046 -1.64234
C -1.47695 5.10480 -2.56001
H 2.40282 -4.38230 -2.01434
H 5.08388 1.94325 -1.12358
H -0.66558 -6.47918 -1.47671
H -1.67470 4.71448 -4.71011
H 3.41157 -2.34467 -2.93416
H -1.84666 -4.97461 -3.08288
H -1.09855 6.11545 -2.57466
H -1.54066 4.72838 -0.37616
H 5.79754 -1.73944 -3.18993
H 2.69974 1.35337 -0.89138
H -2.34188 -3.91959 -1.77270
H 0.98721 -3.54426 -3.91817
H 1.48382 -5.89223 -1.99438
H 6.62744 0.39986 -2.27806
H 2.46847 -5.48126 -3.39608
H -1.03817 -5.37702 -0.14488
H 0.08699 -5.05343 -3.91122
H -2.33523 -6.24444 -0.96891
*
```

No. 4
Density functional theory data (the ωB97M-V functional and the def2-TZVPD basis) for one molecule with the formula C19H17N2O3PS.

Its SMILES is Oc1ccc(/C=N/NP(=S)(c2ccccc2)c2ccccc2)c(O)c1O. For the HOMO energy, the calculation gives -8.1766 eV. For the HOMO-LUMO gap, the calculation gives 8.5 eV.

```
! wB97M-V def2-TZVPD RIJCOSX def2/J DEFGRID3
* xyz 0 1
S 1.29321 3.72875 -1.58402
P 1.11194 1.87675 -1.12784
O -0.48387 -1.57258 2.20866
O -2.10803 -3.50609 3.40025
O -4.67192 -2.89822 4.19108
N -0.48560 0.82693 0.88929
N 0.02576 1.92425 0.21545
C 4.09951 -0.91206 -0.49621
C -1.60807 1.03118 1.52541
C -3.63659 0.27537 2.72714
C -4.40838 -0.67144 3.38627
C 3.69680 1.83397 -0.00520
C 4.87508 1.21355 0.39586
C 5.08035 -0.16182 0.10684
C -0.58553 -0.25937 -4.77703
C 0.41294 0.98356 -2.55614
C 0.96664 1.24884 -3.82232
C -2.35215 -0.01885 2.25494
C 0.45408 0.64445 -4.90778
C -1.17204 -0.55677 -3.55446
C -0.65117 0.07339 -2.40599
C -1.78875 -1.28213 2.51943
C -3.88386 -1.96680 3.56522
C 2.70652 1.10390 -0.66339
C 2.92812 -0.25323 -0.89450
C -2.59290 -2.25358 3.16742
H -4.03674 1.25654 2.62156
H -5.39521 -0.45502 3.75672
H -0.14615 -0.76192 1.75737
H 1.75887 1.98835 -3.94140
H -1.16955 -3.50152 3.14133
H 5.69163 1.76394 0.83511
H -0.35388 2.86195 0.33927
H 4.25777 -1.98137 -0.65605
H 0.94861 0.85344 -5.84598
H -0.98774 -0.71363 -5.66251
H 6.00303 -0.70893 0.37205
H -1.12867 -0.11273 -1.45825
H -4.18827 -3.72965 4.18483
H -2.14991 1.99810 1.39224
H 3.56099 2.87380 0.18598
H -1.98872 -1.27748 -3.44787
H 2.10191 -0.80584 -1.33276
*
```

No. 5
Density functional theory data (the ωB97M-V functional and the def2-TZVPD basis) for a 2-piece molecular cluster, C2H7NO2 overall.

Its SMILES is NCC=O.O. For the energy above the lowest of the compared OMol25 structures with the same formula, charge and spin, the calculation gives 61.8 kcal per mole. For the HOMO energy, the calculation gives -9.4826 eV. For the HOMO-LUMO gap, the calculation gives 10.2 eV.

```
! wB97M-V def2-TZVPD RIJCOSX def2/J DEFGRID3
* xyz 0 1
O -1.05858 -0.07154 -0.52339
O -1.21883 0.86039 -3.97120
N 1.20322 -0.18554 2.39444
C -0.70421 -0.28551 0.67009
C 0.87521 -0.25207 0.95461
H -2.05023 1.25569 -3.87921
H 1.12270 0.74725 2.77599
H 1.89938 -0.72946 2.64835
H -1.33108 -0.58831 1.53626
H 1.11713 -1.35049 0.57861
H 1.42435 0.51662 0.39477
H -1.27906 0.08296 -3.57933
*
```

No. 6
Density functional theory data (the ωB97M-V functional and the def2-TZVPD basis) for a 6-piece molecular cluster, C24H63N3O12 overall.

Its SMILES is COCCNCCOC.COCCNCCOC.COCCNCCOC.OCCO.OCCO.OCCO. For the energy above the lowest of the compared OMol25 structures with the same formula, charge and spin, the calculation gives 134.4 kcal per mole. For the HOMO energy, the calculation gives -8.4147 eV. For the HOMO-LUMO gap, the calculation gives 8.9 eV.

```
! wB97M-V def2-TZVPD RIJCOSX def2/J DEFGRID3
* xyz 0 1
O -0.90174 2.94477 -2.23029
O 4.05426 -5.35823 3.22971
O -3.01874 -0.05923 -1.45529
O 2.51726 -1.33323 -3.35029
O 1.35226 1.79477 2.97171
O 3.13526 0.13677 1.35471
O -2.64974 4.02477 4.62771
O 2.68826 -2.24323 3.62071
O -2.37974 -2.81923 -5.87929
O 0.83726 1.15877 6.31971
O 1.09726 -1.52723 0.62471
O 3.17526 0.81977 -2.20829
N -2.23574 2.92677 1.16071
N -1.04874 -0.92523 -3.20629
N -2.11374 -0.11523 1.44171
C 1.22826 -1.02023 -3.77629
C 1.19126 0.93577 4.06271
C -3.16574 -0.87523 0.78571
C 3.37826 0.11177 -0.97129
C -1.15474 3.02577 0.17471
C -1.52174 2.53977 -1.18429
C -2.26974 5.37777 4.68771
C 0.48126 2.62277 -2.29529
C -1.78374 3.37077 2.44171
C -0.08074 -1.45523 1.37771
C -3.68074 -0.09523 -0.40329
C -1.59574 -2.12623 -3.77129
C 3.50626 -1.18223 -4.35329
C -2.97274 3.47877 3.37771
C -2.20374 -1.83223 -5.11529
C 3.13626 -4.36723 3.61871
C 3.75026 -3.10223 3.24471
C 1.10026 1.83177 5.12871
C 1.61726 -2.86623 0.44771
C -1.17474 -3.28123 -6.53629
C -0.85574 -0.29323 0.83271
C 0.27226 -1.09123 -2.61129
C 2.79626 0.78677 0.14471
C -3.67174 0.53477 -2.56629
H -0.99674 2.66177 2.70971
H 0.38926 -1.96723 -1.98429
H -3.08974 -1.30723 -4.81529
H -3.95174 0.94677 -0.08129
H 1.14326 -3.30723 -0.47029
H 0.49226 -0.27123 -1.93529
H -0.83274 -2.90823 -3.76829
H 4.45226 -0.09123 -0.90629
H 2.13726 2.25077 5.20871
H 2.34126 -2.53223 4.45171
H -3.02774 3.49977 0.85271
H -1.27874 4.36877 2.35371
H 4.04726 -3.07923 2.21071
H 2.88426 -0.86323 -1.07729
H 4.53526 -1.14223 -4.08729
H 2.49526 -0.57623 1.55171
H 1.49026 -3.49723 1.36071
H -0.15274 2.61577 0.56171
H -3.99674 -0.94523 1.48571
H 3.31926 -0.25123 -4.87129
H -4.64374 -0.49523 -0.62829
H -4.45774 -0.06323 -2.98129
H -3.01074 0.73377 -3.41029
H 2.98826 0.11277 -2.81729
H -1.44274 1.44777 -1.08429
H 0.97926 3.29977 -2.99129
H 3.84026 -6.20823 3.49671
H 3.01026 1.83677 0.27771
H 2.23426 -4.52023 3.03071
H 2.03326 0.25477 4.11171
H 0.35726 2.62177 5.06971
H -0.35374 -3.28323 -5.93029
H -2.87174 -1.91723 0.50071
H 4.70126 -2.90223 3.76571
H 0.30526 0.33177 3.92971
H 3.54426 -2.03523 -4.95929
H -0.96874 -2.92023 -7.55429
H 1.28826 -0.00923 -4.21529
H -0.31074 0.60377 1.10171
H -0.67774 -2.43223 1.39371
H -1.25374 5.52077 4.34871
H -2.44274 -2.39223 -3.11629
H 0.99526 2.73977 -1.38629
H -3.01274 6.01377 4.17071
H -1.72074 -0.42823 -2.53829
H 2.99926 -4.50023 4.64571
H -2.59174 2.72977 -1.27629
H 0.95826 -1.70723 -4.57729
H -2.28174 5.68177 5.69671
H -3.42374 2.52977 3.47471
H -0.06974 0.81877 6.21171
H -3.74674 4.10277 3.00471
H -2.31474 0.87877 1.31071
H 1.69526 0.75777 -0.03029
H -0.93874 4.04177 0.01871
H -0.94174 -0.30823 -0.24529
H 2.05926 1.46477 2.41271
H -1.36074 -4.26723 -6.81329
H 2.70126 -2.83723 0.29671
H -1.65374 -1.10923 -5.69429
H 0.10526 -1.28823 2.46971
H 0.63926 1.58177 -2.55829
H -4.17974 1.46077 -2.44429
*
```